# 1
DFT (the ωB97M-V functional and the def2-TZVPD basis) results for a structure of composition C26H33B2F4FeN6P2.

The total energy is -101634.1849 eV. The multiplicity is 2. The calculation puts the frontier orbital gap (alpha / beta) at 7.843 / 8.200 eV. The energy above the lowest of the compared OMol25 structures with the same formula, charge and spin comes out at 21.54 kcal per mole.

```
74
Properties=species:S:1:pos:R:3:mulliken_spin:R:1
Fe -0.273 -1.266 -0.272 0.2260
C -0.658 -5.507 -1.122 0.0025
C -0.116 -4.259 -1.439 0.0022
N -0.483 -3.348 -0.547 0.0017
N -1.273 -3.981 0.348 0.0053
C -1.393 -5.276 0.021 -0.0023
B -2.046 -3.183 1.421 -0.0050
N -2.909 -2.165 0.662 -0.0017
C -4.238 -2.118 0.481 0.0072
C -4.505 -1.236 -0.545 -0.0029
C -3.247 -0.788 -0.959 -0.0004
N -2.299 -1.351 -0.220 0.0118
N -1.010 -2.436 2.283 0.0206
C -0.757 -2.524 3.596 0.0067
C 0.360 -1.762 3.875 -0.0029
C 0.735 -1.237 2.638 -0.0029
N -0.102 -1.646 1.688 -0.0284
H -0.540 -6.432 -1.656 0.0003
H 0.504 -3.990 -2.276 -0.0009
H -2.000 -5.934 0.620 -0.0001
H -2.715 -3.909 2.099 0.0001
H -4.891 -2.728 1.081 0.0001
H -5.465 -0.963 -0.945 0.0002
H -2.982 -0.106 -1.752 0.0052
H -1.382 -3.128 4.232 0.0003
H 0.837 -1.616 4.827 -0.0004
H 1.568 -0.597 2.393 -0.0011
C 2.802 -2.767 0.302 0.0025
P 1.946 -1.462 -0.641 0.0125
C 2.426 -1.830 -2.361 0.0030
C 2.903 0.044 -0.321 -0.1403
C 4.276 0.073 -0.600 0.0130
C 4.991 1.247 -0.505 -0.0135
C 4.333 2.418 -0.137 0.0204
C 2.985 2.387 0.158 -0.0345
C 2.250 1.198 0.081 0.3060
P 0.333 1.339 0.531 0.1528
C 0.716 2.143 2.162 0.0182
C -1.525 1.252 1.114 0.4520
H 3.871 -2.766 0.087 0.0006
H 2.381 -3.733 0.023 -0.0005
H 2.649 -2.623 1.369 0.0003
H 2.304 -0.925 -2.949 0.0008
H 1.778 -2.588 -2.793 -0.0009
H 3.462 -2.169 -2.409 -0.0004
H 4.783 -0.832 -0.911 -0.0008
H 6.049 1.262 -0.729 -0.0006
H 4.875 3.353 -0.083 0.0016
H 2.496 3.311 0.443 -0.0014
H 0.256 3.131 2.210 0.0008
H 1.776 2.217 2.378 -0.0052
H 0.239 1.532 2.929 0.0010
H -1.715 2.259 1.496 -0.0016
H -1.653 0.520 1.908 0.0054
H -2.203 1.048 0.297 -0.0331
F -0.523 -0.822 -4.538 0.0004
B -0.530 -0.041 -3.412 -0.0050
F -0.522 -0.972 -2.253 -0.0260
F -1.689 0.715 -3.281 -0.0006
F 0.604 0.753 -3.294 -0.0008
C -0.077 2.489 -0.857 0.0218
C -0.718 3.815 -0.544 0.0136
C -0.127 4.761 0.287 -0.0021
C -0.737 5.984 0.524 0.0024
C -1.954 6.283 -0.070 -0.0021
C -2.550 5.353 -0.909 0.0011
C -1.938 4.131 -1.141 0.0009
H 0.797 2.609 -1.500 -0.0006
H -0.788 1.905 -1.440 -0.0017
H 0.831 4.555 0.751 -0.0013
H -0.258 6.704 1.175 0.0002
H -2.431 7.237 0.116 -0.0003
H -3.494 5.579 -1.387 0.0002
H -2.399 3.411 -1.807 0.0004
```

# 2
DFT (the ωB97M-V functional and the def2-TZVPD basis) results for a structure of composition C16H25NO3PbS.

The total energy is -40689.4760 eV. The calculation puts the frontier orbital gap at 2.144 eV. Its total charge is +2.

```
47
Properties=species:S:1:pos:R:3:nbo_charge:R:1
C -6.005 3.237 -1.056 -0.6518
C -4.590 2.859 -1.612 0.0726
C -3.789 3.940 -2.217 -0.1950
C -2.488 3.569 -2.774 -0.1728
C -2.028 2.173 -2.717 -0.1928
C -2.835 1.132 -2.070 -0.0202
C -2.217 -0.315 -2.041 -0.4353
C -1.109 -0.484 -0.933 -0.4553
C -1.238 -1.945 -0.276 -0.4411
C -0.158 -2.038 0.866 -0.3876
C 1.334 -1.816 0.411 0.0491
C 2.248 -2.068 1.688 -0.3630
C 3.373 -0.970 1.908 -0.4193
C 4.418 -1.572 2.930 -0.4244
C 5.852 -0.873 2.932 -0.2263
N 6.195 -0.097 1.720 -0.7849
O 1.577 -0.555 -0.212 -0.6612
S 0.606 -0.382 -1.566 2.2995
O 0.939 0.886 -2.160 -0.8512
O 0.872 -1.496 -2.459 -0.8950
C -4.133 1.464 -1.508 -0.2604
H -6.249 4.289 -1.366 0.2389
H -6.732 2.551 -1.583 0.2410
H -6.087 3.093 0.049 0.2347
H -4.163 4.986 -2.245 0.2486
H -1.873 4.361 -3.255 0.2452
H -1.041 1.965 -3.191 0.2495
H -3.075 -0.989 -1.754 0.2298
H -1.860 -0.599 -3.071 0.2770
H -1.253 0.290 -0.121 0.2450
H -0.990 -2.658 -1.115 0.3070
H -2.283 -2.085 0.103 0.2334
H -0.262 -3.038 1.406 0.2325
H -0.381 -1.204 1.641 -0.0036
H 1.568 -2.656 -0.308 0.2661
H 2.746 -3.076 1.605 0.2652
H 1.587 -2.125 2.622 0.0945
H 3.807 -0.658 0.929 0.2501
H 2.884 -0.080 2.404 0.2044
H 4.499 -2.675 2.743 0.2016
H 3.978 -1.449 3.962 0.2026
H 5.939 -0.220 3.833 0.2078
H 6.611 -1.703 3.000 0.2141
H 5.560 0.705 1.706 0.3440
H 5.967 -0.657 0.894 0.3449
H -4.752 0.671 -1.020 0.2231
Pb -0.967 -1.686 3.276 1.6187
```

# 3
DFT (the ωB97M-V functional and the def2-TZVPD basis) results for a structure of composition C49H53Ge2N2O2S4W.

The total energy is -216946.2481 eV. The multiplicity is 3. The calculation puts the frontier orbital gap (alpha / beta) at 5.906 / 5.652 eV. Its total charge is +1.

```
113
Properties=species:S:1:pos:R:3:mulliken_spin:R:1
W 2.407 -0.478 0.341 0.2097
C -4.068 0.965 5.131 -0.0002
C -3.220 1.562 4.042 0.0048
C -2.003 2.162 4.340 -0.0096
C -1.261 2.831 3.372 -0.0067
C 0.011 3.542 3.750 0.0086
C -1.742 2.859 2.059 0.0213
C -2.934 2.212 1.723 0.0002
C -3.439 2.222 0.305 0.0018
C -3.661 1.582 2.724 -0.0043
C -1.054 3.712 1.049 -0.0043
C -1.450 5.047 0.964 0.0003
C -0.847 5.929 0.081 0.0071
C 0.186 5.498 -0.737 -0.0066
C 0.605 4.176 -0.683 -0.0125
C -0.015 3.301 0.216 0.0839
Ge 0.790 1.540 0.198 0.2129
S 2.640 1.587 1.464 0.1012
S 2.258 -0.305 -1.890 0.7240
Ge 0.223 -1.771 -0.212 0.2316
S 1.960 -2.762 0.762 0.0904
S -0.116 -0.181 1.439 0.1711
C -1.185 -3.004 -0.719 0.0297
C -1.778 -3.841 0.231 -0.0288
C -2.748 -4.734 -0.207 -0.0007
C -3.102 -4.804 -1.545 0.0003
C -2.482 -3.986 -2.476 -0.0051
C -1.510 -3.075 -2.073 -0.0047
C -0.828 -2.239 -3.098 0.0080
C 0.383 -2.664 -3.658 0.0230
C 1.129 -3.871 -3.150 0.0016
C 0.918 -1.942 -4.721 -0.0126
C 0.274 -0.834 -5.249 0.0153
C 0.813 -0.133 -6.464 0.0015
C -0.910 -0.408 -4.651 -0.0153
C -1.470 -1.086 -3.580 0.0040
C -2.768 -0.617 -2.977 0.0084
C -1.389 -3.792 1.668 0.0107
C -0.484 -4.729 2.174 -0.0158
C 0.031 -5.850 1.312 0.0067
C -0.090 -4.625 3.502 0.0015
C -0.591 -3.634 4.337 0.0036
C -0.174 -3.554 5.780 -0.0006
C -1.532 -2.749 3.823 0.0074
C -1.955 -2.822 2.502 0.0202
C -3.036 -1.907 1.992 0.0114
C 1.713 3.680 -1.544 0.0282
C 1.431 3.022 -2.746 0.0276
C 0.022 2.789 -3.226 -0.0026
C 2.492 2.563 -3.522 0.0070
C 3.810 2.716 -3.122 0.0118
C 4.943 2.170 -3.942 0.0018
C 4.068 3.388 -1.927 -0.0063
C 3.048 3.899 -1.146 -0.0036
C 3.372 4.702 0.083 -0.0013
H -3.459 0.621 5.967 0.0000
H -4.665 0.129 4.768 0.0000
H -4.765 1.711 5.519 0.0001
H -1.642 2.152 5.363 0.0006
H 0.241 3.386 4.802 0.0006
H -0.071 4.617 3.577 0.0002
H 0.859 3.187 3.161 -0.0034
H -2.693 1.820 -0.388 -0.0022
H -3.667 3.236 -0.031 0.0002
H -4.344 1.622 0.211 -0.0002
H -4.607 1.117 2.471 0.0003
H -2.249 5.386 1.612 -0.0004
H -1.184 6.956 0.033 -0.0001
H 0.668 6.181 -1.425 0.0000
H -3.219 -5.385 0.520 -0.0004
H -3.857 -5.510 -1.866 0.0002
H -2.741 -4.053 -3.525 -0.0002
H 0.524 -4.492 -2.491 -0.0001
H 2.021 -3.563 -2.596 -0.0021
H 1.466 -4.490 -3.982 0.0011
H 1.850 -2.276 -5.164 -0.0011
H 1.898 -0.218 -6.524 0.0001
H 0.542 0.923 -6.469 -0.0001
H 0.399 -0.577 -7.371 0.0002
H -1.424 0.460 -5.050 0.0005
H -3.020 0.381 -3.331 -0.0002
H -2.724 -0.596 -1.885 -0.0047
H -3.590 -1.286 -3.242 -0.0002
H 0.395 -5.489 0.348 -0.0006
H -0.760 -6.573 1.101 0.0001
H 0.844 -6.379 1.808 0.0000
H 0.618 -5.346 3.898 -0.0001
H 0.807 -4.001 5.936 -0.0001
H -0.883 -4.089 6.414 0.0002
H -0.143 -2.520 6.125 0.0001
H -1.954 -1.989 4.469 -0.0005
H -3.395 -1.260 2.791 -0.0025
H -3.881 -2.482 1.611 -0.0005
H -2.689 -1.269 1.174 0.0023
H -0.726 3.181 -2.540 0.0020
H -0.157 1.720 -3.361 -0.0038
H -0.133 3.268 -4.195 0.0002
H 2.277 2.056 -4.456 -0.0076
H 4.577 1.615 -4.805 -0.0003
H 5.564 1.502 -3.343 0.0014
H 5.585 2.975 -4.303 0.0003
H 5.095 3.521 -1.605 0.0005
H 4.363 4.451 0.457 0.0002
H 2.650 4.542 0.884 -0.0013
H 3.362 5.770 -0.151 0.0004
N 3.488 -1.060 2.711 0.0006
N 4.851 -1.065 2.423 0.0070
C 5.299 -0.828 1.148 -0.0038
O 6.448 -0.756 0.835 0.0171
O 4.274 -0.698 0.277 0.0445
H 3.267 -0.345 3.397 0.0010
H 3.185 -1.972 3.041 -0.0003
H 5.540 -1.179 3.149 -0.0018
```

Question: Which formula does entry 1 have?
Answer: C26H33B2F4FeN6P2